64
Properties=species:S:1:pos:R:3 method="wB97M-V/def2-TZVPD" homo_lumo_gap_ev="7.779 / 5.604" relative_energy_kcal_mol=80.7 multiplicity=5 charge=+1 e_lumo_ev="-3.01 / -5.22"
O 3.112 3.540 -0.128
H 1.846 7.713 0.812
C 1.905 -3.206 -3.180
C 0.202 6.493 0.157
C 2.474 5.728 0.353
C -3.161 -0.324 0.051
H 4.215 -1.505 0.057
C -4.660 -2.666 0.022
C -1.774 -1.915 3.423
S 2.942 0.128 -1.120
H 0.185 -0.953 -5.029
C 2.489 -2.366 -2.252
C 0.180 2.867 -0.686
H 2.929 2.907 -0.832
H 3.105 -2.774 -1.463
C 0.527 -1.526 2.663
H -4.448 0.273 1.672
H 0.604 -3.386 -4.885
C -2.881 -1.317 -0.921
N -0.907 2.504 -0.139
C 4.458 -0.701 -0.638
C 1.059 -2.711 -4.172
C -0.171 5.236 -0.259
N -0.881 -0.960 2.688
H 2.102 -4.269 -3.125
H 1.001 -3.641 2.688
H -5.239 -3.582 0.010
O 0.710 1.976 -1.630
C 1.536 6.732 0.475
C -4.966 -1.670 0.967
C -3.651 -2.496 -0.894
C 2.110 4.460 -0.087
H -0.533 7.282 0.233
O 0.017 -1.307 0.370
N -1.401 1.247 -0.519
H 0.708 -2.963 4.285
H -1.088 -0.947 1.666
H -1.739 -1.668 4.483
H -1.205 5.025 -0.494
H -0.926 -0.006 3.036
H -1.434 -4.007 3.866
H 1.203 -0.895 3.231
Rh -0.175 -0.269 -1.587
C 0.978 -1.561 1.194
H 1.401 0.587 -3.511
H 5.058 0.050 -0.125
H 4.989 -1.070 -1.514
H -2.795 1.645 0.883
H -3.422 -3.254 -1.632
C 0.818 -1.356 -4.250
O 2.133 -1.860 0.965
C 0.382 -2.942 3.245
C 2.244 -0.992 -2.312
C -4.224 -0.520 0.964
H -2.791 -1.811 3.054
C 1.409 -0.478 -3.328
C -2.444 0.914 0.153
O 1.858 2.316 -2.253
C -1.117 -3.257 3.145
H 3.517 5.894 0.592
H -5.783 -1.802 1.663
C 0.763 4.197 -0.384
H -1.379 -3.608 2.145
O -1.972 -1.175 -1.861

97
Properties=species:S:1:pos:R:3 method="wB97M-V/def2-TZVPD" homo_lumo_gap_ev="4.399 / 5.887" multiplicity=4 charge=-2 e_lumo_ev="4.00 / 3.99"
H -0.365 -0.940 -6.543
C -0.436 2.744 -0.460
C -0.134 -3.811 2.727
Br 1.309 2.863 -1.228
H 4.431 1.568 -0.277
H 0.876 -4.285 -1.096
C 4.728 -0.088 1.012
H -4.282 0.727 -1.116
O 2.553 0.300 0.179
C 0.691 0.419 3.550
C -3.053 6.047 -3.230
N -0.108 0.891 1.189
H 2.904 -3.283 -3.742
H -2.380 3.455 -0.350
H -2.699 -0.991 6.568
N -0.903 -1.976 0.433
H -6.075 -0.732 -0.166
C 6.498 1.371 0.360
O 0.068 -0.009 -1.467
H -1.604 1.162 -2.984
H -3.927 6.692 -3.202
C -0.037 1.011 7.257
H 0.024 3.717 -3.331
H 0.837 -3.399 3.026
Si -0.436 -3.578 0.895
C 1.984 -1.715 -2.604
H 1.199 -5.303 0.329
C -2.244 -1.619 0.327
C -5.027 -0.961 -0.010
C -2.772 5.243 -2.143
H -2.448 6.663 -5.220
C -1.186 0.257 7.477
H 1.399 1.636 5.739
C -4.632 -2.038 0.775
C -1.701 -4.934 0.457
H -3.524 1.073 -4.219
H 3.467 -1.660 -4.181
N -0.488 0.581 2.530
C -3.288 -2.334 0.969
H 1.980 -3.719 0.161
C 1.056 -4.269 -0.014
H -1.022 1.362 2.894
H -2.508 2.482 -4.591
C 0.498 1.075 5.970
H -5.380 -2.656 1.263
H 7.624 -1.050 2.430
C 5.156 1.010 0.300
C 0.907 -1.098 -3.371
C 7.391 0.636 1.120
O 2.011 -1.795 -1.382
H 0.444 1.532 8.080
C -0.087 0.421 4.898
H -1.406 2.445 1.350
C -2.985 1.598 -5.008
H -0.906 -3.297 3.316
H 6.839 2.239 -0.192
O 1.674 1.279 3.432
H -2.371 -5.165 1.294
C 3.162 -2.296 -3.349
O 1.629 -1.591 1.371
C 5.600 -0.838 1.780
H -2.328 -4.664 -0.402
H -3.030 -3.130 1.659
C -0.616 2.023 0.729
H -0.154 -4.882 2.984
H 0.954 -0.643 3.399
C 6.936 -0.469 1.829
C -1.641 4.374 -2.104
H 5.225 -1.689 2.332
V 0.735 -0.556 0.133
C -1.483 3.529 -0.962
C -0.227 -0.731 -5.490
H 3.981 -2.409 -2.644
H 1.424 -2.032 -5.244
C -2.229 6.037 -4.363
C -0.828 4.376 -3.273
N 2.903 -1.444 1.541
C 0.001 -0.224 -2.735
H -1.612 0.182 8.474
H -3.680 1.895 -5.787
H -1.150 -5.852 0.208
H 8.433 0.926 1.175
O -1.912 -0.984 4.153
C -1.260 -0.324 5.133
O -2.034 0.730 -5.637
C -2.678 -0.468 -0.382
H -3.426 5.269 -1.277
H -1.489 -0.714 3.281
C -4.020 -0.163 -0.552
C -1.095 0.177 -4.845
N 3.323 -0.433 0.925
H -0.484 5.133 -5.237
C -1.797 -0.404 6.419
C 0.760 -1.328 -4.754
C -0.972 0.453 -3.502
C -1.123 5.185 -4.359
H -1.938 0.191 -0.807